# 1
Molecular formula: C19H32Cl6N4O9
Method: DFT, ωB97M-V/def2-TZVPD

Energy, eV: -119741.572
Energy above the lowest of the compared OMol25 structures with the same formula, charge and spin, kcal per mole: 36.89
LUMO level, eV: 0.16
Orbital gap, eV: 10.9

Positions of all 70 atoms, in Å:
C1 3.982 0.690 3.804
C2 4.934 1.394 2.926
N1 5.687 1.891 2.206
H1 4.541 0.130 4.554
H2 3.213 0.053 3.367
H3 3.611 1.538 4.381
C3 2.679 3.520 0.749
C4 1.963 3.645 2.072
N2 1.384 3.678 3.056
H4 3.178 4.488 0.690
H5 2.052 3.469 -0.141
H6 3.409 2.714 0.821
C5 0.315 -2.851 -5.033
C6 -0.357 -2.690 -3.721
N3 -0.890 -2.591 -2.681
H7 -0.343 -2.540 -5.844
H8 0.486 -3.928 -5.038
H9 1.213 -2.236 -5.088
C7 -2.625 -3.848 0.249
C8 -3.155 -4.979 1.063
N4 -3.515 -5.824 1.730
H10 -1.596 -4.129 0.023
H11 -2.675 -2.954 0.869
H12 -3.230 -3.745 -0.652
C9 1.175 2.010 8.476
O1 0.283 1.799 7.386
C10 0.775 1.294 6.260
O2 1.875 0.733 6.113
O3 -0.117 1.464 5.304
C11 0.236 0.811 4.081
H13 1.534 1.021 8.761
H14 0.802 2.472 9.390
H15 1.980 2.636 8.091
H16 1.182 1.167 3.671
H17 -0.419 1.043 3.241
H18 0.258 -0.278 4.133
C12 2.576 2.237 -7.495
O4 1.559 2.413 -6.563
C13 0.923 1.297 -6.036
O5 1.255 0.102 -6.249
O6 -0.007 1.692 -5.174
C14 -0.695 0.776 -4.390
H19 3.148 1.312 -7.425
H20 3.249 3.093 -7.442
H21 2.079 2.225 -8.465
H22 -0.079 0.370 -3.588
H23 -1.162 -0.026 -4.962
H24 -1.492 1.385 -3.964
C15 -4.092 -0.653 -2.097
O7 -3.916 0.744 -2.113
C16 -4.438 1.501 -1.072
O8 -4.213 2.709 -0.930
O9 -5.228 0.749 -0.251
C17 -5.758 1.416 0.882
H25 -3.447 -0.989 -1.285
H26 -3.630 -1.148 -2.951
H27 -5.140 -0.945 -2.023
H28 -6.375 0.761 1.497
H29 -6.342 2.303 0.638
H30 -4.976 1.672 1.597
C18 0.319 -0.260 -0.179
Cl1 0.478 1.355 -0.910
Cl2 -1.368 -0.640 0.350
Cl3 1.349 -0.423 1.226
H31 0.634 -0.938 -0.973
C19 2.126 -5.077 0.294
Cl4 2.456 -6.432 -0.739
Cl5 1.295 -3.758 -0.615
Cl6 3.657 -4.530 1.057
H32 1.429 -5.358 1.084

Cartesian forces, eV/Å:
1.0 1.2 0.8
0.2 -1.0 -1.0
-0.6 -0.1 0.5
0.1 -0.2 -0.2
0.2 0.5 -0.2
-0.9 -0.4 0.1
-0.1 1.1 1.4
0.3 -0.8 -2.2
-0.2 0.2 0.7
0.5 -0.2 -0.3
-0.3 -0.3 0.5
-0.1 0.1 -0.2
-0.6 -0.1 1.0
-1.1 0.7 1.9
1.3 -0.2 -2.4
0.0 -0.2 0.1
0.4 0.1 -0.6
0.0 -0.3 0.1
-0.5 -1.2 0.8
0.7 1.9 -1.2
-0.6 -1.3 0.9
0.0 0.5 -0.3
0.1 -0.1 -0.2
0.2 0.1 0.0
1.5 -0.9 -0.4
-1.1 0.7 0.2
2.4 -1.1 0.1
-2.2 1.3 0.6
-0.3 -0.4 -0.8
0.5 -0.1 -1.4
0.5 0.2 0.1
-1.1 0.1 -0.7
0.3 -0.2 0.3
0.2 0.0 0.6
-0.8 0.4 0.7
0.0 0.0 0.6
0.4 -0.4 -1.6
-2.1 -1.6 2.3
2.2 -2.1 -0.4
-1.1 3.6 0.4
1.4 1.3 -1.7
-1.1 -0.6 0.7
-0.2 0.0 0.5
-0.2 0.0 0.1
0.3 0.1 -0.3
0.1 0.0 -0.1
0.2 0.0 -0.2
0.0 -0.3 0.3
0.6 -0.9 0.8
-0.7 2.2 0.8
0.5 1.4 -0.1
-0.5 -3.5 -0.6
0.6 0.2 -0.9
0.0 0.5 1.3
-0.7 -0.6 0.3
-0.2 0.7 -0.5
0.2 0.0 0.2
-0.2 -0.5 -0.8
0.2 -0.1 -0.2
0.3 0.4 -0.4
-0.5 0.1 -0.1
-0.4 -0.3 0.3
0.8 0.5 -0.5
0.3 0.0 -0.1
-0.3 -0.2 0.4
0.1 0.7 0.4
-0.1 -0.3 -0.2
0.4 -0.5 0.3
-0.7 0.0 -0.3
0.3 0.0 -0.1


# 2
Molecular formula: C2FLiO2Pd
Method: DFT, ωB97M-V/def2-TZVPD

Energy, eV: -12557.553
Spin multiplicity: 4
Energy above the lowest of the compared OMol25 structures with the same formula, charge and spin, kcal per mole: 0.00
Charge: +1
LUMO level (alpha / beta), eV: -4.32 / -7.08
Orbital gap (alpha / beta), eV: 9.0 / 8.0

Positions of all 7 atoms, in Å:
Li1 -2.206 0.682 0.222
Pd1 1.851 -0.973 0.213
O1 1.683 0.734 -0.090
C1 0.439 0.496 0.129
O2 -0.498 1.219 -0.312
C2 0.037 -0.949 -0.186
F1 -1.306 -1.209 0.024

Cartesian forces, eV/Å:
0.0 0.0 -0.2
5.3 -11.1 2.2
-1.1 8.5 0.0
-2.3 3.3 -5.0
0.0 0.4 2.3
-3.2 -1.4 1.0
1.3 0.3 -0.3